A cluster of 12 separate species, C44H103N5O28S7 in total at a distorted geometry. Source: the Open Molecules 2025 dataset; level of theory: ωB97M-V with the def2-TZVPD basis set.

The geometry in XYZ format:
```
187
Properties=species:S:1:pos:R:3:forces:R:3
O -0.740 -3.193 3.820 0.8070 0.0279 -0.4806
S 0.485 -3.449 3.125 0.2808 -0.2349 -0.2822
O 1.570 -2.515 3.139 -0.7690 -0.6128 0.4055
O 1.040 -4.927 3.497 -0.4693 1.2063 0.0018
C 0.693 -5.848 2.456 0.2954 -1.0705 0.7619
C 0.721 -5.053 1.198 0.1509 0.6080 -1.3122
O 0.166 -3.785 1.586 -0.3417 0.1072 0.4080
H 1.434 -6.635 2.586 0.0022 -0.0268 -0.5604
H -0.293 -6.289 2.608 -0.0669 0.2372 0.2787
H 0.086 -5.437 0.399 -0.1614 -0.1752 0.2487
H 1.685 -4.871 0.715 0.2422 -0.0757 0.5057
O 1.828 7.330 -3.654 -0.7837 -0.1686 0.1681
S 0.511 6.817 -3.422 -0.0901 0.6050 -0.2377
O 0.348 5.508 -2.886 -0.2271 0.8632 -0.2646
O -0.369 7.899 -2.580 0.1958 -1.1952 0.2235
C -0.948 8.860 -3.450 0.6521 0.0116 -0.8908
C -1.284 8.087 -4.730 0.4012 -0.1469 -0.3719
O -0.338 7.004 -4.793 0.2581 -0.4908 0.6955
H -1.831 9.314 -3.013 0.1351 -0.0790 0.3106
H -0.160 9.586 -3.660 -0.3017 0.3126 -0.0038
H -1.084 8.649 -5.641 -0.2705 0.3207 0.1551
H -2.294 7.682 -4.760 0.0315 -0.0900 0.1868
O 0.600 5.591 1.971 0.6514 0.0492 1.0293
S 1.056 5.125 3.248 -0.0662 -0.8985 -0.0404
O 0.208 4.280 4.024 0.6391 0.4594 -0.3896
O 2.515 4.411 3.112 -0.4143 0.0003 0.1862
C 3.547 5.383 3.342 -0.0191 0.3745 -0.2439
C 2.977 6.285 4.424 0.7142 0.5589 -0.6701
O 1.579 6.326 4.161 -0.4387 0.1975 0.1253
H 4.488 4.954 3.676 -0.2370 -0.5576 -0.1898
H 3.715 5.893 2.393 0.0803 0.2145 0.1033
H 3.366 7.297 4.309 -0.1106 0.0351 -0.0151
H 3.257 5.957 5.425 -0.6616 -0.3252 0.0945
O 2.729 -2.287 -1.572 0.2520 0.1942 -0.4451
S 3.360 -1.051 -1.888 0.1206 1.0431 0.0499
O 4.039 -0.336 -0.844 -0.1010 -0.5569 -0.9605
O 4.298 -1.179 -3.209 0.1445 -0.3397 0.7874
C 3.876 -0.319 -4.252 -0.0098 0.1696 -2.0107
C 2.937 0.700 -3.650 -0.2755 -0.4953 0.5985
O 2.319 -0.086 -2.602 -0.2880 -0.1714 0.5888
H 4.711 0.090 -4.826 0.4333 0.3335 0.9277
H 3.399 -0.858 -5.080 -0.4948 -0.5682 0.6699
H 2.082 0.973 -4.260 0.3535 0.3083 -0.2879
H 3.454 1.561 -3.228 -0.1320 0.0505 0.0718
O -3.221 3.604 4.222 0.4270 -0.9583 -0.6149
S -3.042 2.586 3.231 -0.0253 0.4347 -0.4464
O -3.654 2.773 1.940 0.3718 -0.4403 1.0166
O -1.490 2.223 3.016 -0.4246 0.7515 0.5545
C -1.408 0.840 2.693 -0.2482 -0.7264 -0.0737
C -2.390 0.162 3.645 -0.3268 0.2578 -0.1831
O -3.426 1.155 3.842 -0.1764 0.2816 0.1584
H -1.685 0.734 1.643 0.2719 -0.2320 0.0028
H -0.410 0.478 2.935 0.1360 0.2393 -0.3846
H -1.907 -0.094 4.587 -0.2202 0.2704 0.1792
H -2.890 -0.724 3.259 0.2131 -0.0231 -0.2199
O -2.666 -7.215 3.702 0.3894 0.2702 -0.3913
S -3.365 -6.670 2.599 -0.7557 1.0114 -1.9860
O -4.785 -6.506 2.654 0.4748 -0.1912 0.1170
O -2.736 -5.264 2.061 0.3146 -0.7906 1.3272
C -2.843 -5.153 0.643 -0.1045 0.4618 -0.3130
C -3.084 -6.562 0.111 0.1998 -0.5221 -0.4130
O -2.980 -7.445 1.231 -0.2126 -0.2967 1.1952
H -3.641 -4.446 0.417 -0.1751 -0.2566 -0.1281
H -1.915 -4.764 0.229 0.0636 0.1394 0.3562
H -2.293 -6.907 -0.554 -0.0429 0.2380 -0.1327
H -4.036 -6.678 -0.402 -0.0578 0.0532 0.2225
O -1.455 1.525 -5.259 0.6073 0.9397 -0.4527
S -0.508 2.498 -5.709 0.4976 0.7242 -0.5109
O 0.660 2.808 -4.940 -0.6472 -0.5249 -0.2288
O -0.004 2.169 -7.219 -0.3132 -0.4118 0.8875
C -0.511 3.085 -8.170 0.0346 0.9652 -0.4265
C -0.853 4.359 -7.395 0.0459 0.0770 -0.4160
O -1.224 3.894 -6.108 -0.2429 -0.7358 0.8441
H 0.300 3.303 -8.862 -0.1529 -0.2443 -0.2085
H -1.401 2.720 -8.681 0.1454 -0.3918 0.0420
H -1.705 4.893 -7.813 -0.1102 -0.2063 0.0159
H -0.027 5.073 -7.378 0.1618 -0.2206 0.4860
C -1.452 -1.482 -0.387 -0.2022 -0.3759 0.3637
C -0.217 -0.613 -0.192 -0.6839 -0.2846 -0.4919
N -0.526 0.790 -0.499 1.2459 -1.0565 0.8257
C -0.976 0.999 -1.862 0.1555 1.6023 -0.4515
C -2.491 1.225 -1.897 0.3984 -0.6491 -0.4340
C 0.641 1.555 -0.058 -0.2590 1.4186 -0.5170
C 0.430 3.058 -0.179 0.4105 0.3962 0.0790
H -1.321 -2.491 0.009 0.2262 0.0355 -0.0334
H -1.732 -1.591 -1.435 0.1094 0.1317 -0.0209
H -2.314 -1.059 0.135 0.0092 0.0899 0.0096
H 0.172 -0.678 0.826 -0.2412 0.0275 0.1244
H 0.592 -1.017 -0.816 0.0289 0.1301 -0.1586
H -0.522 1.921 -2.241 0.0242 0.0900 0.2224
H -0.598 0.290 -2.610 -0.2912 -0.5716 0.3547
H -2.950 0.273 -1.630 -0.4510 0.2480 0.0905
H -2.772 2.007 -1.195 0.0089 -0.1037 0.1414
H -2.825 1.512 -2.895 0.0134 -0.0663 -0.0275
H 1.580 1.312 -0.576 -0.0807 -0.3548 -0.1002
H 0.816 1.378 1.005 -0.1154 -0.3549 -0.0099
H -0.422 3.392 0.414 -0.0045 0.0020 -0.0017
H 0.332 3.458 -1.190 -0.2054 -0.3206 -0.1051
H 1.328 3.564 0.188 -0.1249 -0.0121 0.2694
C 7.003 1.656 3.131 0.5065 -0.3352 -0.0052
C 6.162 2.908 3.016 -0.5919 -0.0002 -0.4182
N 5.997 3.452 1.662 -0.8781 0.7350 0.4265
C 7.209 3.640 0.913 1.0298 -0.3422 0.1316
C 8.148 4.641 1.580 0.1730 0.7275 -0.0004
C 4.883 2.850 0.939 -0.0843 0.2866 -1.1841
C 4.318 3.756 -0.173 -0.1226 0.2719 0.3667
H 8.049 1.757 2.833 -0.0313 0.2575 0.0052
H 6.577 0.882 2.487 -0.0313 -0.0649 0.0974
H 7.013 1.288 4.159 -0.1267 -0.0264 -0.0044
H 5.164 2.593 3.326 -0.0744 0.2095 0.0066
H 6.423 3.704 3.719 0.4725 -0.0791 -0.0315
H 7.728 2.675 0.785 0.1352 0.0015 -0.0273
H 7.047 3.994 -0.105 -0.4871 0.0227 0.0968
H 9.114 4.762 1.083 -0.0273 -0.4942 -0.1568
H 7.735 5.654 1.530 -0.3190 -0.1197 0.1514
H 8.360 4.437 2.630 -0.0951 -0.2026 -0.0204
H 4.072 2.680 1.644 0.1075 -0.4476 0.0354
H 5.205 1.938 0.416 -0.2503 -0.4109 0.4140
H 3.503 3.340 -0.771 0.2770 -0.6875 0.1008
H 5.127 4.018 -0.854 -0.2031 0.3757 -0.0703
H 3.817 4.630 0.253 0.5564 0.2981 0.0209
C -0.274 -2.665 -3.798 0.5420 0.5488 -0.2728
C -1.661 -3.272 -3.910 0.6820 -0.7182 0.7104
N -1.717 -4.683 -3.490 0.5775 0.3264 -0.1872
C -3.092 -5.208 -3.536 0.5876 0.4954 -0.4377
C -3.817 -5.088 -4.875 -0.2186 0.4328 -0.5102
C -0.734 -5.562 -4.169 -0.4636 0.3739 1.3877
C -0.454 -6.749 -3.221 0.0768 -0.9178 -1.4650
H 0.249 -2.812 -2.851 -0.3934 -0.3126 0.1803
H -0.398 -1.581 -3.876 0.1115 0.0005 -0.1886
H 0.438 -2.971 -4.568 -0.1908 -0.0067 -0.1453
H -2.230 -2.688 -3.183 -0.6467 -0.1949 -0.3688
H -2.049 -3.172 -4.928 -0.0457 0.4472 -0.0114
H -3.058 -6.262 -3.263 -0.1444 0.0654 0.3696
H -3.628 -4.596 -2.810 -0.2136 -0.5162 0.1448
H -3.967 -4.050 -5.184 0.0333 0.0736 0.2423
H -3.288 -5.538 -5.718 0.0125 -0.2985 0.1745
H -4.823 -5.507 -4.825 0.0961 -0.2341 0.0661
H 0.221 -5.071 -4.344 -0.2197 0.4433 0.1327
H -1.135 -5.806 -5.158 0.2446 -0.6890 -0.0193
H 0.480 -7.251 -3.491 -0.0262 0.0597 -0.1445
H -1.227 -7.504 -3.383 -0.0265 -0.0847 0.4244
H -0.357 -6.524 -2.162 -0.2929 0.5437 -0.0644
C 4.395 2.628 6.090 0.9992 -0.1597 -0.6436
C 4.015 1.152 6.168 -1.0071 -0.2239 0.2701
N 2.603 0.849 5.956 -1.1085 0.0433 0.0656
C 1.720 1.485 6.963 0.7486 -0.1758 -0.6144
C 0.237 1.135 6.801 0.2778 -0.3004 0.2732
C 2.167 1.187 4.604 0.2256 -0.0367 -0.7420
C 2.927 0.440 3.516 0.3383 -0.1477 -0.5865
H 4.001 3.271 6.873 -0.0054 -0.2477 0.2100
H 4.148 3.091 5.133 -0.2122 -0.1341 0.0076
H 5.490 2.617 6.122 -0.0013 0.4392 0.2290
H 4.525 0.514 5.446 0.4600 0.4200 -0.0151
H 4.310 0.771 7.150 -0.1359 -0.0177 0.0493
H 1.861 2.572 6.900 -0.2500 0.1550 0.2049
H 2.116 1.158 7.926 -0.1946 0.0226 0.1288
H 0.125 0.148 6.348 0.0927 0.0206 -0.0989
H -0.304 1.872 6.210 -0.0102 -0.0112 -0.0239
H -0.228 1.050 7.784 -0.0809 0.2403 -0.0082
H 1.094 1.045 4.468 0.0052 -0.3108 0.3824
H 2.302 2.250 4.352 -0.0056 0.1582 0.3249
H 3.968 0.770 3.526 0.0348 -0.1031 -0.2158
H 2.925 -0.649 3.513 -0.1160 0.0068 0.7268
H 2.544 0.655 2.512 -0.0944 0.4434 0.1107
C -8.188 -3.993 0.911 0.0956 -0.8982 0.3523
C -6.659 -4.237 0.933 -1.3740 -0.2446 -0.3246
N -6.046 -4.065 -0.377 0.8662 0.1526 0.8188
C -6.537 -4.902 -1.469 0.2038 0.8060 0.3818
C -6.764 -6.346 -1.093 -0.6088 -0.2756 0.0483
C -5.864 -2.676 -0.725 -0.1381 0.9042 -0.5113
C -4.794 -2.450 -1.783 0.1706 -0.2774 -0.3870
H -8.638 -4.146 1.896 0.2342 0.3752 0.1627
H -8.648 -4.805 0.343 -0.1075 0.3366 -0.3976
H -8.486 -3.023 0.519 0.0398 0.0107 -0.0371
H -6.216 -3.579 1.680 0.3809 0.0294 -0.2236
H -6.489 -5.265 1.251 0.0607 0.0639 0.1781
H -7.458 -4.446 -1.864 -0.0820 -0.2483 -0.2749
H -5.759 -4.832 -2.233 -0.2453 -0.1155 -0.2469
H -5.932 -6.786 -0.548 0.0499 -0.0067 -0.1423
H -7.647 -6.478 -0.465 0.0782 0.1300 0.1092
H -6.989 -6.931 -1.986 0.2913 -0.0272 -0.0589
H -5.585 -2.089 0.153 0.1919 -0.4116 0.2420
H -6.779 -2.151 -1.055 -0.2494 -0.3487 -0.1262
H -5.097 -2.661 -2.813 -0.3073 -0.1482 0.1074
H -3.963 -3.131 -1.580 0.1960 0.3533 0.1377
H -4.450 -1.416 -1.814 0.0757 -0.0268 0.2753
```
Positions in Å, forces in eV/Å.

Its relative energy (zero: lowest compared OMol25 entry of this formula, charge and spin) is 0.0 kcal per mole. As for the frontier orbital gap: 0.288 Ha. The SMILES is O=S1(=O)OCCO1.O=S1(=O)OCCO1.O=S1(=O)OCCO1.O=S1(=O)OCCO1.O=S1(=O)OCCO1.O=S1(=O)OCCO1.O=S1(=O)OCCO1.CCN(CC)CC.CCN(CC)CC.CCN(CC)CC.CCN(CC)CC.CCN(CC)CC. The charge is 0.